Entry 1:
Density functional theory data (ωB97M-V/def2-TZVPD) for C6H10 in the gas phase.

As for the total energy: -6382.4958 eV. As for the SMILES: C[C@H]1C[C@H]2C[C@H]21. The largest force on an atom comes out at 0.30 eV/A. For the gap between HOMO and LUMO, the calculation gives 0.3954 Ha.

Atoms and positions in Å:
C (-1.0070, 1.6984, -0.0247)
C (-0.0045, 0.6816, 0.4985)
C (-0.4791, -0.7260, 0.9521)
C (0.7342, -1.3284, 0.2365)
C (0.5648, -1.1300, -1.2320)
C (1.0512, 0.0214, -0.3946)
H (-1.8130, 1.8533, 0.7044)
H (-0.5332, 2.6719, -0.1993)
H (-1.4649, 1.3704, -0.9643)
H (0.5568, 1.1160, 1.3353)
H (-0.5264, -0.8644, 2.0351)
H (-1.4357, -1.0443, 0.5174)
H (1.4263, -2.0457, 0.6660)
H (-0.4283, -1.1576, -1.6810)
H (1.3390, -1.5850, -1.8470)
H (2.0196, 0.4683, -0.6023)

Atoms 1-2, force components in eV/Å:
C 0.0 0.0 -0.1
C 0.0 0.1 0.1

Mulliken atomic charge list, values in e, 2 entries:
1. C -1.37
2. C 0.42

=====

Entry 2:
Density functional theory data (ωB97M-V/def2-TZVPD) for 2 unconnected molecules or ions with the total composition C12H18BrFN.

As for the total energy: -86975.8535 eV. As for the total charge: +1. The largest force on an atom comes out at 4.03 eV/A. For the gap between HOMO and LUMO, the calculation gives 0.2843 Ha.

Atoms and positions in Å:
C (-0.1363, 3.9173, 0.3914)
C (0.1353, 3.6888, -0.9320)
C (-0.2185, 2.7971, 1.1973)
C (0.4837, 2.4169, -1.5222)
C (-0.0080, 1.5095, 0.7487)
C (0.4180, 1.2062, -0.6339)
C (1.9399, -3.0334, -1.0227)
C (1.1350, -2.9149, 1.3304)
C (-3.8091, 0.0847, 1.2695)
C (0.6795, -0.0635, -1.1396)
C (1.5883, -2.0117, 0.1748)
C (-3.1008, -0.1015, 0.1499)
N (0.4152, -1.1778, -0.1578)
F (-2.6007, 0.8963, -0.5494)
Br (-2.8052, -1.8108, -0.5278)
H (-0.0839, 4.9899, 0.6779)
H (0.4193, 4.5770, -1.5041)
H (-0.4457, 2.8828, 2.2675)
H (1.4967, 2.5172, -2.1063)
H (-0.0783, 0.6976, 1.5136)
H (2.8939, -3.6897, -0.8324)
H (1.1776, -3.7931, -1.2432)
H (2.1523, -2.3281, -1.8169)
H (0.2911, -3.4063, 0.8928)
H (0.6934, -2.4311, 2.2840)
H (1.9374, -3.7166, 1.6900)
H (-3.9193, 1.0582, 1.6385)
H (-4.0988, -0.8199, 1.7642)
H (0.0107, 2.2503, -2.5395)
H (1.1079, -0.1179, -2.1272)
H (2.4883, -1.4396, 0.4392)
H (0.0749, -0.7324, 0.7160)
H (-0.2340, -1.9014, -0.4904)

Atoms 1-2, force components in eV/Å:
C 0.9 1.9 -3.4
C 0.8 2.2 1.4

Mulliken atomic charge list, values in e, 2 entries:
1. C -0.51
2. C -0.50

=====

Entry 3:
Density functional theory data (ωB97M-V/def2-TZVPD) for 9 unconnected molecules or ions with the total composition C20H39Cl16N.

As for the total energy: -223223.1893 eV. As for the SMILES: CCCC#N.ClCCCl.ClCCCl.ClCCCl.ClCCCl.ClCCCl.ClCCCl.ClCCCl.ClCCCl. The largest force on an atom comes out at 2.29 eV/A. For the gap between HOMO and LUMO, the calculation gives 0.4007 Ha.

Atoms and positions in Å:
C (-12.9036, 20.3162, -3.4202)
C (-12.4900, 21.5933, -4.1439)
C (-12.1464, 21.4397, -5.6163)
C (-10.9821, 20.5858, -5.8184)
N (-10.0769, 19.8961, -5.9328)
H (-12.1255, 19.5613, -3.4836)
H (-13.8515, 19.9862, -3.8506)
H (-13.1295, 20.5694, -2.3835)
H (-11.5948, 22.0487, -3.6883)
H (-13.0995, 22.4674, -3.8827)
H (-11.9889, 22.3654, -6.1721)
H (-12.9679, 20.9335, -6.1412)
Cl (-14.2817, 29.6134, -8.1030)
C (-12.9388, 29.3481, -6.9738)
C (-12.9234, 27.9673, -6.3242)
Cl (-12.4053, 26.7274, -7.5111)
H (-12.8979, 30.0937, -6.1823)
H (-12.0341, 29.4297, -7.5718)
H (-13.8621, 27.7382, -5.8256)
H (-12.1429, 27.9455, -5.5658)
Cl (-7.6411, 27.3038, -6.1361)
C (-8.2558, 28.9464, -5.7844)
C (-8.6220, 29.6575, -7.0846)
Cl (-9.6502, 31.0518, -6.7536)
H (-7.4991, 29.4708, -5.2154)
H (-9.1843, 28.7198, -5.2694)
H (-9.1630, 28.9818, -7.7438)
H (-7.7298, 29.9593, -7.6307)
Cl (-11.1621, 26.0012, 0.1664)
C (-12.3464, 27.1699, -0.4818)
C (-13.5362, 27.2479, 0.4504)
Cl (-14.5667, 28.6222, -0.0408)
H (-12.6777, 26.7238, -1.4173)
H (-11.9004, 28.1449, -0.6485)
H (-13.2870, 27.4106, 1.4946)
H (-14.1371, 26.3457, 0.3658)
Cl (-6.6002, 27.2057, -2.2432)
C (-5.5266, 25.8345, -1.8927)
C (-5.6592, 25.4744, -0.4014)
Cl (-4.3263, 24.5010, 0.2178)
H (-4.4775, 26.0710, -2.0624)
H (-5.8147, 25.0014, -2.5284)
H (-6.5722, 24.9071, -0.2340)
H (-5.7180, 26.4322, 0.1118)
Cl (-10.1777, 19.5663, -0.9096)
C (-11.3376, 20.5198, 0.0587)
C (-11.2126, 21.9906, -0.2906)
Cl (-12.6703, 22.8047, 0.3779)
H (-11.1245, 20.2405, 1.0851)
H (-12.3234, 20.1756, -0.2367)
H (-11.3231, 22.0853, -1.3697)
H (-10.3534, 22.5570, 0.0494)
Cl (-8.7659, 31.2385, 1.3444)
C (-9.0235, 31.0731, -0.4027)
C (-9.1782, 29.6185, -0.7790)
Cl (-9.9069, 29.4048, -2.3997)
H (-8.1774, 31.5318, -0.9068)
H (-9.9289, 31.6290, -0.6393)
H (-9.8374, 29.1009, -0.0873)
H (-8.1976, 29.1472, -0.7543)
Cl (-11.3453, 25.4812, -4.2794)
C (-9.9231, 25.9070, -3.2963)
C (-9.4460, 24.7255, -2.4758)
Cl (-9.0835, 23.2823, -3.5070)
H (-10.1895, 26.7390, -2.6507)
H (-9.1124, 26.2414, -3.9424)
H (-10.1472, 24.3808, -1.7282)
H (-8.4749, 24.9705, -2.0506)
Cl (-7.3726, 22.5580, -0.7848)
C (-6.1566, 21.7612, 0.2494)
C (-6.3379, 20.2793, 0.1231)
Cl (-5.2437, 19.4454, 1.2595)
H (-6.3645, 22.1339, 1.2509)
H (-5.1750, 22.1390, -0.0305)
H (-6.0552, 19.9154, -0.8582)
H (-7.3547, 20.0561, 0.4317)

Atoms 1-2, force components in eV/Å:
C -0.5 0.9 -0.3
C 1.4 1.4 1.1

Mulliken atomic charge list, values in e, 2 entries:
1. C -1.07
2. C 0.30

=====

Entry 4:
Density functional theory data (ωB97M-V/def2-TZVPD) for C4H10N2O in the gas phase.

As for the total energy: -9337.9795 eV. As for the SMILES: CN(C)C(=O)CN. The largest force on an atom comes out at 0.45 eV/A. For the gap between HOMO and LUMO, the calculation gives 0.3661 Ha.

Atoms and positions in Å:
C (-0.8349, 0.0062, 1.3617)
C (-0.5785, -1.0400, -1.2725)
C (1.4314, 0.3214, -1.6645)
N (0.3385, -0.0360, -0.7902)
C (0.2730, 0.5156, 0.4445)
N (-0.5232, 0.3503, 2.7373)
O (1.0456, 1.3823, 0.8142)
H (0.1940, 1.0739, 2.7243)
H (-1.3325, 0.7206, 3.2301)
H (-0.9124, -1.0831, 1.2828)
H (-1.7820, 0.4401, 1.0099)
H (-1.6122, -0.7545, -1.0761)
H (-0.3899, -2.0148, -0.8123)
H (-0.4489, -1.1378, -2.3485)
H (2.0587, 1.0395, -1.1417)
H (1.0535, 0.7779, -2.5825)
H (2.0196, -0.5616, -1.9165)

Atoms 1-2, force components in eV/Å:
C 0.1 -0.1 0.2
C -0.2 -0.2 0.2

Mulliken atomic charge list, values in e, 2 entries:
1. C -0.43
2. C -1.02